(1)
This record from the OMol25 dataset describes an isolated molecule of C6H13NO at a distorted geometry. The level of theory is wB97M-V/def2-TZVPD.

The geometry in XYZ format:
```
21
Properties=species:S:1:pos:R:3:forces:R:3:nbo_charge:R:1
C 2.343067 2.102819 0.831464 0.736 0.800 -0.758 -0.7252
C 1.242280 1.614769 -0.093473 0.299 0.202 0.468 0.6764
O 1.347700 1.656373 -1.302601 -0.106 -0.259 -0.123 -0.6203
N 0.144466 1.142333 0.552148 0.279 0.172 -0.158 -0.6228
C -0.929246 0.501460 -0.161449 -0.404 -0.829 0.254 -0.2150
C -0.656122 -0.961285 -0.515116 0.007 -0.177 -0.357 -0.2246
C -1.826945 -1.548146 -1.318714 0.050 -0.219 0.739 -0.6022
C -0.263188 -1.807772 0.721058 0.325 0.210 -1.099 -0.6145
H 3.089755 2.611388 0.213924 -0.270 0.041 -0.087 0.2405
H 2.922105 1.313840 1.295274 -0.372 -0.382 0.376 0.2322
H 2.003535 2.846768 1.552100 -0.148 -0.286 0.223 0.2213
H 0.111371 1.273367 1.546005 -0.109 -0.196 0.047 0.3963
H -1.815673 0.473091 0.482402 0.022 0.395 -0.091 0.1912
H -1.140705 1.039861 -1.075639 -0.117 0.319 -0.115 0.2207
H 0.184798 -1.005946 -1.199022 0.323 0.243 -0.082 0.2055
H -2.780814 -1.330322 -0.839435 -0.176 0.056 0.039 0.1957
H -1.710123 -2.630460 -1.295111 -0.125 -0.096 -0.307 0.2074
H -1.876962 -1.216012 -2.353442 0.125 0.140 0.015 0.2150
H 0.816350 -1.943622 0.660579 0.058 0.017 0.458 0.2147
H -0.688517 -2.802329 0.641745 -0.230 -0.107 0.264 0.2099
H -0.517129 -1.330177 1.657303 -0.166 -0.044 0.295 0.1980
```
Forces are in eV/Å.

As for the structure (SMILES): CC(=O)NCC(C)C. The energy relative to the best compared isomer or geometry (same formula, charge and spin) comes out at 5.81 kcal/mol. Its charge is 0. As for the spin multiplicity: 1. The HOMO-LUMO gap is 0.3827 hartree. The LUMO energy is 0.8366 eV.

***

(2)
This record from the OMol25 dataset describes a structure of composition C22H59N2NbO6PSSi at a distorted geometry. The level of theory is wB97M-V/def2-TZVPD.

The geometry in XYZ format:
```
93
Properties=species:S:1:pos:R:3:forces:R:3:lowdin_charge:R:1
C 9.788103 4.842201 -1.338056 0.013 0.042 0.171 -0.1124
C 8.637942 4.391824 -0.449329 0.314 -0.093 0.014 -0.2797
C 7.439331 4.092188 -1.315350 -0.384 -0.058 -0.337 -0.3396
O 6.217392 3.930560 -0.639368 0.162 0.641 1.272 -0.4238
Nb 5.393812 4.505485 1.072509 1.271 -0.911 -1.643 1.3621
O 6.913329 3.886519 2.262222 -1.025 0.295 -0.463 -0.4902
P 6.179519 7.046129 1.221139 -0.418 0.019 0.149 0.1087
S 6.816877 7.860894 -0.488684 0.098 0.000 -0.178 -0.1178
C 3.425148 4.974786 0.043103 0.235 -0.088 0.663 -0.5231
C 3.600970 5.965930 -1.104655 -0.056 -0.137 -0.016 -0.1842
C 2.205309 5.366121 0.868836 -0.164 0.132 -0.163 -0.3331
C 2.355390 6.615933 1.729738 -0.052 -0.044 0.081 -0.1438
Si 4.284337 2.147119 1.621303 -0.425 0.460 0.668 0.4580
C 2.402598 2.036099 1.733099 0.230 -0.178 0.017 -0.2445
C 4.926408 1.345683 3.222738 -0.283 0.010 -0.210 -0.2362
C 4.785860 0.995378 0.211675 0.038 0.210 -0.082 -0.2503
H 9.680420 5.892533 -1.583688 -0.060 0.214 -0.110 0.0658
H 9.810941 4.279979 -2.267270 0.055 -0.162 -0.192 0.0666
H 10.742161 4.709720 -0.840423 0.236 0.003 0.067 0.0632
H 8.932273 3.506125 0.109667 -0.023 -0.236 0.111 0.0994
H 8.429013 5.159673 0.286297 -0.209 0.213 0.079 0.0668
H 7.664619 3.192312 -1.891373 -0.082 -0.253 -0.108 0.1121
H 7.328620 4.896839 -2.042666 -0.116 0.260 -0.062 0.1042
H 4.610943 5.041063 2.612541 -0.028 0.051 0.199 -0.0850
H 7.338922 3.103607 1.914515 0.395 -0.238 -0.041 -0.0319
H 7.241363 7.037031 2.140802 0.057 0.002 0.255 -0.1199
H 5.326503 7.933451 1.907059 0.030 0.065 0.083 -0.1245
H 3.198952 4.005778 -0.415480 -0.040 -0.235 -0.130 0.0519
H 2.654654 6.068568 -1.642679 -0.186 0.019 -0.160 0.0626
H 4.349775 5.637443 -1.816266 0.263 0.031 -0.127 0.0493
H 3.875327 6.957704 -0.765797 0.166 0.231 0.024 0.0198
H 1.378744 5.553261 0.174213 -0.182 -0.029 -0.169 0.0908
H 1.879484 4.544450 1.492715 0.003 -0.176 0.191 0.0587
H 2.669297 6.368084 2.736144 0.182 -0.064 0.182 0.0399
H 3.092306 7.299462 1.324077 0.103 0.188 -0.137 0.0302
H 1.410842 7.147799 1.801844 -0.193 0.160 0.024 0.0574
H 1.888389 2.467513 0.883848 -0.094 0.114 -0.210 0.0072
H 2.082701 0.998447 1.806150 -0.023 -0.247 0.054 0.0112
H 2.071314 2.552930 2.628017 -0.125 0.123 0.186 0.0241
H 4.103648 1.266299 3.928561 -0.157 0.016 0.186 0.0093
H 5.275944 0.334955 3.029838 0.177 -0.212 -0.003 0.0104
H 5.709278 1.926177 3.692385 0.249 0.108 0.046 -0.0035
H 4.418399 1.381100 -0.734490 -0.088 0.058 -0.222 0.0112
H 4.385711 -0.004456 0.359906 -0.080 -0.236 0.072 0.0140
H 5.866336 0.936552 0.126774 0.248 -0.076 -0.016 0.0088
C -3.645893 -3.198691 0.681114 0.057 0.004 -0.028 -0.1021
O -2.329296 -3.508407 0.268426 0.004 0.052 0.090 -0.1883
C -2.155296 -3.601005 -1.136224 -0.046 -0.157 -0.068 -0.2247
C -1.300283 -2.475424 -1.665374 0.066 0.124 0.028 -0.2210
N -1.997794 -1.203319 -1.576624 0.008 -0.016 0.115 -0.0510
C -1.189497 -0.035539 -1.913827 -0.127 0.005 -0.099 -0.2010
C 0.005821 0.288632 -1.031394 0.227 0.042 -0.062 -0.2289
O -0.336807 0.695201 0.273317 -0.231 -0.001 0.030 -0.1857
C -0.508131 -0.333783 1.221425 0.051 0.056 0.067 -0.1093
H -3.672740 -3.288124 1.765335 0.023 -0.003 0.020 0.0898
H -3.927987 -2.174546 0.409248 -0.047 -0.030 -0.026 0.0836
H -4.373875 -3.892004 0.251173 -0.045 0.022 0.021 0.0670
H -3.128428 -3.600816 -1.638177 -0.002 0.026 -0.029 0.1080
H -1.659696 -4.553685 -1.348318 -0.021 -0.006 0.018 0.1214
H -1.072083 -2.675320 -2.717289 0.032 0.007 -0.010 0.1230
H -0.349872 -2.490118 -1.112259 0.001 -0.026 -0.042 0.1100
H -2.355391 -1.092130 -0.636415 0.007 0.022 0.021 0.0727
H -1.848625 0.835340 -1.904970 -0.009 0.006 -0.021 0.1186
H -0.833389 -0.154459 -2.942612 0.013 -0.009 -0.012 0.1165
H 0.524722 1.138453 -1.482256 0.025 -0.002 0.016 0.1251
H 0.728080 -0.537269 -0.989784 -0.050 -0.031 0.000 0.1136
H 0.133913 -1.192529 1.002063 -0.004 -0.023 0.009 0.0900
H -1.546720 -0.678958 1.284994 0.025 -0.035 -0.047 0.0724
H -0.226824 0.072637 2.192603 0.010 -0.007 0.014 0.0842
C -5.836668 -5.182457 -1.915745 0.046 0.007 0.009 -0.1188
O -6.459481 -4.922439 -0.673658 -0.017 -0.101 -0.121 -0.2104
C -7.686395 -4.210302 -0.774607 0.037 0.164 0.080 -0.2134
C -8.855044 -5.082270 -0.385115 -0.048 -0.131 0.024 -0.2196
N -9.077437 -6.135639 -1.362867 0.100 -0.040 0.073 -0.0503
C -10.071317 -7.129012 -0.979167 -0.042 0.049 -0.144 -0.2046
C -9.789600 -7.990801 0.242961 -0.101 0.005 0.127 -0.2326
O -8.708932 -8.885428 0.081034 0.085 -0.040 -0.062 -0.1790
C -7.429767 -8.369616 0.392290 0.001 -0.056 0.016 -0.1004
H -4.849932 -5.592672 -1.707436 0.005 -0.010 0.038 0.0845
H -6.394811 -5.907655 -2.518649 -0.025 0.040 -0.012 0.0811
H -5.717329 -4.264404 -2.499404 0.011 0.003 -0.015 0.0910
H -7.815404 -3.818190 -1.787089 -0.044 -0.026 -0.024 0.1236
H -7.636046 -3.362849 -0.085177 0.043 0.008 -0.019 0.1240
H -9.753818 -4.460620 -0.328876 -0.023 -0.004 0.015 0.1242
H -8.654607 -5.466821 0.625904 -0.030 0.051 0.004 0.1085
H -8.199109 -6.602467 -1.547063 0.008 -0.017 -0.024 0.0728
H -10.213456 -7.800680 -1.828933 -0.020 0.004 -0.011 0.1185
H -11.024146 -6.613527 -0.818860 -0.013 0.010 0.012 0.1172
H -10.671524 -8.612885 0.415498 0.006 -0.011 0.017 0.1202
H -9.641435 -7.386117 1.146743 0.023 0.030 -0.034 0.1104
H -7.481700 -7.631502 1.197629 0.013 0.019 0.006 0.0884
H -6.941974 -7.908155 -0.471686 -0.022 0.042 0.022 0.0730
H -6.813186 -9.204884 0.721962 0.007 -0.008 0.004 0.0873
```
Forces are in eV/Å.

Its charge is -1. As for the spin multiplicity: 1. The HOMO-LUMO gap is 0.2194 hartree. The LUMO energy is 1.7942 eV.

***

(3)
This record from the OMol25 dataset describes a structure of composition C16H30IN4O4ReS3Si4 at a distorted geometry. The level of theory is wB97M-V/def2-TZVPD.

The geometry in XYZ format:
```
63
Properties=species:S:1:pos:R:3:forces:R:3:nbo_charge:R:1
Re -2.069934 -0.983511 1.243064 -0.660 -1.196 1.705 0.6791
S -2.751536 -0.508915 3.417928 0.063 -0.002 -0.153 -0.1325
C -2.388609 -1.965527 4.334641 -0.215 0.347 0.407 -0.2949
C -2.725840 -1.952457 5.732408 0.079 -0.133 -0.199 0.2856
N -2.990396 -1.939700 6.853398 -0.014 0.061 -0.064 -0.3499
C -1.814471 -3.034672 3.759636 0.164 -0.563 -0.068 -0.2983
S -1.357056 -3.037410 2.058690 0.038 0.150 -0.027 -0.1342
C -1.556417 -4.239296 4.499685 -0.037 0.219 0.026 0.2854
N -1.356622 -5.207630 5.091125 0.016 0.036 -0.097 -0.3509
O -1.663709 1.100397 -2.090174 -0.074 -0.158 0.153 -0.9644
S -1.638551 0.452740 -0.807827 0.530 1.152 -1.267 2.5412
O -2.799165 0.773286 0.072020 0.479 -0.224 -0.161 -0.9570
O -0.386811 1.003094 -0.021579 -0.319 -0.253 -0.401 -1.0547
O -1.491489 -1.030113 -0.880161 0.046 0.418 0.058 -0.9536
I -8.514504 -3.379730 -0.333992 0.088 -0.002 -0.007 0.1532
C -6.678978 -2.438989 -0.260811 -0.094 -0.068 0.087 -0.3088
C -6.334812 -1.274904 -0.901346 0.138 0.063 -0.039 -0.0663
N -5.060008 -1.023360 -0.550928 -0.068 -0.140 0.179 -0.3218
N -4.558796 -1.941973 0.292967 -0.311 0.271 -0.191 -0.2692
C -5.540460 -2.810754 0.477962 0.220 -0.123 0.069 -0.0554
H -6.891260 -0.637959 -1.569659 0.044 -0.010 0.067 0.2260
H -4.510845 -0.196468 -0.723016 0.136 0.122 -0.074 0.4368
H -5.395957 -3.664132 1.124145 -0.012 0.070 -0.058 0.2292
C 0.816079 -1.575667 -3.117910 -0.333 0.218 -0.117 -1.1082
Si 1.708934 -1.200836 -1.518440 0.477 -0.292 -0.190 1.2514
C 3.547601 -1.099894 -1.949329 0.186 0.174 0.035 -1.1037
C 1.511026 -2.639698 -0.351702 -0.219 0.053 0.331 -1.1077
Si 1.291245 0.916113 -0.607117 -0.944 0.033 0.271 0.4401
Si 1.509069 2.623097 -2.198890 0.510 0.197 -0.234 1.2396
C 0.856519 4.260076 -1.575197 -0.263 0.009 0.328 -1.1032
C 3.373681 2.816586 -2.445533 0.157 -0.058 0.090 -1.1017
C 0.772601 2.294563 -3.884483 -0.212 -0.328 -0.040 -1.1092
Si 2.168513 1.365972 1.528987 0.529 -0.016 0.027 1.2694
C 4.048286 1.449656 1.454732 0.146 -0.010 -0.124 -1.1053
C 1.664950 0.044338 2.735853 -0.160 -0.304 -0.104 -1.1122
C 1.551761 3.005704 2.175247 -0.231 0.209 -0.204 -1.1050
H 0.979093 -2.624795 -3.382144 0.029 0.035 0.011 0.2342
H 1.177382 -0.951129 -3.939760 -0.005 -0.047 0.043 0.2275
H -0.261229 -1.412297 -3.016231 0.146 -0.074 -0.047 0.2627
H 3.901542 -2.075474 -2.303000 -0.041 0.096 0.029 0.2331
H 4.158100 -0.815002 -1.082387 -0.064 -0.068 -0.125 0.2296
H 3.737518 -0.365458 -2.741240 -0.006 -0.102 0.087 0.2258
H 2.035194 -3.509927 -0.757403 -0.025 0.026 -0.022 0.2319
H 0.456871 -2.897256 -0.213536 0.116 0.005 -0.003 0.2619
H 1.919553 -2.427907 0.641381 -0.027 -0.064 -0.095 0.2407
H 1.382162 4.587852 -0.673201 -0.036 -0.007 -0.083 0.2327
H -0.208134 4.185578 -1.329015 0.091 0.042 -0.034 0.2480
H 0.977142 5.026062 -2.345283 0.015 -0.011 0.000 0.2313
H 3.907371 2.817351 -1.487306 -0.034 0.049 -0.146 0.2281
H 3.605811 3.755182 -2.961697 -0.038 -0.086 0.033 0.2311
H 3.779379 1.994153 -3.045224 -0.030 0.096 0.068 0.2312
H -0.283595 2.030999 -3.791608 0.076 0.057 -0.064 0.2688
H 1.279908 1.457987 -4.376417 -0.031 0.092 0.017 0.2304
H 0.865484 3.178112 -4.522546 0.044 -0.012 0.047 0.2287
H 4.480828 0.473716 1.203929 -0.038 0.127 0.044 0.2339
H 4.453486 1.761467 2.424897 -0.045 -0.056 -0.101 0.2340
H 4.389536 2.168983 0.700972 -0.008 -0.079 0.120 0.2274
H 2.041542 -0.942944 2.451010 0.002 0.088 0.070 0.2408
H 0.576632 -0.037060 2.782327 -0.057 -0.019 0.066 0.2614
H 2.028488 0.281454 3.739498 0.021 0.010 -0.035 0.2391
H 1.920464 3.846526 1.579174 -0.020 -0.052 0.090 0.2280
H 1.897316 3.128320 3.204948 -0.002 0.028 -0.009 0.2365
H 0.458117 3.043507 2.175458 0.085 0.004 0.022 0.2521
```
Forces are in eV/Å.

The energy relative to the best compared isomer or geometry (same formula, charge and spin) comes out at 29.75 kcal/mol. Its charge is -1. As for the spin multiplicity: 4. The HOMO-LUMO gap (spin up / spin down) is 0.2256 / 0.2347 hartree. The LUMO energy (spin up / spin down) is 2.0013 / 1.9931 eV.

***

Number 1: E_tot -9970.9223 eV. Number 2: E_tot -68586.5166 eV. Number 3: E_tot -105481.3698 eV.